1.
# C7H16FO4Y

C7H16FO4Y as an isolated structure (ωB97M-V/def2-TZVPD, the Open Molecules 2025 dataset).

```
! RIJCOSX wB97M-V def2-TZVPD def2/J DEFGRID3
* xyz 2 1
F 0.70 2.93 1.33
C 2.45 0.63 1.69
O 1.40 0.86 0.74
C 1.25 2.13 0.22
C 0.25 2.21 -0.91
O -0.70 1.15 -0.81
C -1.97 1.44 -0.20
C -2.69 0.12 -0.12
O -1.81 -0.83 0.49
C -2.39 -2.12 0.71
H 2.53 -0.45 1.84
H 3.41 1.01 1.30
H 2.17 1.10 2.64
H 2.20 2.66 0.06
H 0.77 2.12 -1.87
H -0.27 3.17 -0.92
H -2.53 2.14 -0.83
H -1.82 1.89 0.78
H -2.93 -0.25 -1.13
H -3.60 0.22 0.48
H -1.62 -2.77 1.14
H -3.24 -2.03 1.40
H -2.74 -2.54 -0.24
O 1.81 -1.58 -1.12
C 2.20 -2.85 -1.55
Y 0.20 -0.70 -0.05
H 1.33 -3.47 -1.85
H 2.86 -2.78 -2.44
H 2.78 -3.40 -0.79
*
```

Computed properties:
orbital gap	8.51	eV
E_tot	-714.88127	Eh
energy above the lowest of the compared OMol25 structures with the same formula, charge and spin	0.0	kJ/mol

2.
# C44H57N11O

A 12-piece molecular cluster, C44H57N11O overall (ωB97M-V/def2-TZVPD, the Open Molecules 2025 dataset).

```
! RIJCOSX wB97M-V def2-TZVPD def2/J DEFGRID3
* xyz 0 1
N -17.44 -6.25 14.61
C -17.60 -7.15 15.59
C -17.86 -6.54 16.78
C -17.90 -5.14 16.41
C -17.64 -5.02 15.08
H -17.45 -6.47 13.62
H -17.40 -8.13 15.25
H -17.97 -7.07 17.70
H -18.09 -4.39 17.16
H -17.75 -4.22 14.36
N -15.19 -4.73 12.28
C -14.29 -5.68 12.71
C -14.71 -6.90 12.21
C -15.81 -6.67 11.35
C -16.10 -5.33 11.52
H -15.19 -3.74 12.53
H -13.36 -5.55 13.24
H -14.13 -7.82 12.26
H -16.25 -7.48 10.81
H -16.92 -4.78 11.10
N -24.86 -5.65 9.04
C -23.97 -6.69 9.15
C -24.53 -7.63 9.92
C -25.84 -7.16 10.27
C -25.96 -5.95 9.73
H -24.67 -4.76 8.62
H -22.99 -6.61 8.67
H -24.03 -8.52 10.29
H -26.48 -7.73 10.92
H -26.80 -5.22 9.67
N -22.94 -3.63 6.46
C -23.85 -4.58 5.99
C -23.21 -5.68 5.54
C -21.84 -5.43 5.71
C -21.71 -4.17 6.30
H -23.13 -2.70 6.73
H -24.91 -4.32 6.13
H -23.66 -6.63 5.30
H -20.97 -5.97 5.35
H -20.87 -3.55 6.59
N -17.30 -8.05 8.01
C -18.46 -7.34 7.81
C -18.13 -6.27 7.06
C -16.75 -6.40 6.73
C -16.29 -7.48 7.34
H -17.27 -8.90 8.50
H -19.31 -7.78 8.29
H -18.79 -5.46 6.69
H -16.12 -5.73 6.14
H -15.27 -7.85 7.54
N -20.22 -11.53 11.72
C -19.40 -10.52 11.47
C -18.31 -11.02 10.73
C -18.57 -12.43 10.57
C -19.77 -12.69 11.15
H -21.05 -11.39 12.27
H -19.78 -9.57 11.79
H -17.48 -10.54 10.24
H -17.95 -13.13 10.05
H -20.26 -13.64 11.38
N -18.93 -0.21 7.65
C -19.46 -1.49 7.57
C -19.98 -1.82 8.79
C -19.81 -0.66 9.59
C -19.16 0.29 8.89
H -18.47 0.35 6.95
H -19.35 -2.07 6.67
H -20.59 -2.68 9.04
H -20.06 -0.46 10.62
H -18.90 1.30 9.11
N -23.35 -6.41 15.03
C -22.16 -6.48 15.72
C -22.44 -7.20 16.86
C -23.76 -7.58 16.82
C -24.29 -7.12 15.66
H -23.41 -6.06 14.08
H -21.20 -6.09 15.43
H -21.70 -7.41 17.64
H -24.27 -8.12 17.57
H -25.19 -7.46 15.10
N -22.48 -9.90 14.50
C -23.05 -9.53 13.33
C -23.47 -10.65 12.73
C -23.17 -11.82 13.57
C -22.59 -11.25 14.71
H -22.18 -9.25 15.23
H -23.10 -8.50 12.98
H -23.84 -10.71 11.71
H -23.36 -12.89 13.45
H -22.22 -11.62 15.66
N -20.45 -9.90 6.97
C -21.72 -9.53 6.72
C -22.54 -10.00 7.71
C -21.64 -10.71 8.61
C -20.40 -10.64 8.06
H -19.64 -9.79 6.39
H -21.98 -9.02 5.82
H -23.58 -9.94 7.75
H -21.90 -11.25 9.52
H -19.43 -10.95 8.43
N -21.19 -7.42 11.32
C -20.96 -6.58 10.25
C -20.42 -5.37 10.72
C -20.29 -5.49 12.17
C -20.92 -6.68 12.47
H -21.73 -8.27 11.24
H -20.92 -6.89 9.22
H -19.91 -4.63 10.14
H -19.95 -4.85 12.99
H -21.07 -7.16 13.43
O -23.80 -5.62 12.35
H -24.57 -5.96 11.84
H -23.07 -5.57 11.73
*
```

Computed properties:
SMILES	c1cc[nH]c1.c1cc[nH]c1.c1cc[nH]c1.c1cc[nH]c1.c1cc[nH]c1.c1cc[nH]c1.c1cc[nH]c1.c1cc[nH]c1.c1cc[nH]c1.c1cc[nH]c1.c1cc[nH]c1.O
orbital gap	8.46	eV
E_tot	-2388.23269	Eh
energy above the lowest of the compared OMol25 structures with the same formula, charge and spin	13.2	kJ/mol

3.
# C40H100Br12N12O16P4

C40H100Br12N12O16P4 as an isolated structure (ωB97M-V/def2-TZVPD, the Open Molecules 2025 dataset).

```
! RIJCOSX wB97M-V def2-TZVPD def2/J DEFGRID3
* xyz 0 1
C -3.82 -3.75 2.81
Br -5.67 -3.29 2.96
Br -2.65 -2.18 2.63
Br -3.49 -5.09 1.42
H -3.47 -4.20 3.72
C -0.11 0.73 6.00
Br 1.65 1.07 6.78
Br -1.35 -0.16 7.25
Br -0.04 -0.18 4.27
H -0.60 1.68 5.79
C 0.99 -7.25 0.17
Br 2.00 -6.26 1.55
Br 1.04 -6.14 -1.45
Br -0.85 -7.58 0.67
H 1.56 -8.13 -0.10
C 0.62 -3.89 -6.69
Br 1.08 -2.02 -6.78
Br 1.04 -4.76 -4.97
Br 1.43 -4.93 -8.14
H -0.43 -4.01 -6.89
O 4.31 -4.69 4.70
P 3.30 -4.99 5.70
N 2.09 -3.85 5.83
C 2.01 -2.96 6.99
C 1.26 -3.57 4.67
N 3.92 -5.32 7.22
C 3.27 -5.97 8.35
C 5.34 -5.09 7.48
N 2.55 -6.43 5.28
C 1.16 -6.75 5.65
C 3.37 -7.56 4.83
H 0.97 -2.61 7.07
H 2.56 -2.05 6.77
H 2.26 -3.50 7.90
H 1.86 -3.62 3.76
H 0.83 -2.57 4.78
H 0.40 -4.25 4.59
H 3.70 -6.95 8.56
H 3.21 -5.31 9.22
H 2.23 -6.16 8.08
H 5.41 -4.65 8.49
H 5.92 -6.02 7.51
H 5.74 -4.33 6.81
H 0.62 -7.00 4.73
H 1.20 -7.64 6.28
H 0.74 -5.95 6.26
H 4.06 -7.89 5.60
H 3.79 -7.20 3.88
H 2.72 -8.37 4.47
O 0.10 2.45 -9.50
P 0.30 2.86 -8.09
N 1.84 2.74 -7.47
C 2.33 1.42 -7.06
C 2.82 3.76 -7.88
N -0.61 2.00 -6.98
C -0.48 2.03 -5.53
C -1.80 1.32 -7.48
N -0.05 4.48 -7.87
C 0.00 5.48 -8.95
C -0.32 5.05 -6.55
H 1.98 1.09 -6.09
H 3.42 1.39 -7.05
H 2.09 0.72 -7.86
H 3.83 3.48 -7.59
H 2.60 4.73 -7.44
H 2.82 3.79 -8.97
H 0.48 2.44 -5.21
H -1.26 2.67 -5.12
H -0.57 1.03 -5.10
H -2.72 1.91 -7.52
H -1.57 1.00 -8.50
H -1.97 0.42 -6.88
H 0.30 6.47 -8.63
H 0.65 5.15 -9.76
H -0.99 5.55 -9.40
H -1.20 4.64 -6.05
H -0.48 6.12 -6.66
H 0.59 4.98 -5.95
O 2.35 -0.24 -0.01
P 1.03 -0.57 -0.59
N 0.36 -1.97 -0.03
C 1.17 -2.83 0.85
C -0.86 -2.56 -0.57
N 1.10 -0.68 -2.28
C 1.34 -1.99 -2.87
C 1.52 0.46 -3.10
N -0.11 0.66 -0.29
C -1.37 0.67 -1.01
C -0.05 1.51 0.88
H 2.19 -2.46 0.86
H 1.00 -3.85 0.53
H 0.83 -2.80 1.90
H -1.76 -2.38 0.01
H -0.72 -3.65 -0.52
H -1.05 -2.34 -1.62
H 2.36 -2.34 -2.67
H 0.60 -2.69 -2.50
H 1.21 -2.00 -3.95
H 2.56 0.71 -2.86
H 1.30 0.20 -4.13
H 0.96 1.33 -2.76
H -1.45 1.62 -1.55
H -1.37 0.02 -1.90
H -2.20 0.26 -0.43
H 1.01 1.76 1.00
H -0.44 1.06 1.80
H -0.54 2.46 0.65
O -3.62 0.94 4.55
P -4.64 1.98 4.35
N -4.01 3.42 3.72
C -2.83 3.32 2.86
C -4.87 4.59 3.50
N -5.25 2.51 5.83
C -4.33 3.21 6.72
C -6.37 1.81 6.45
N -5.86 1.45 3.35
C -5.74 0.15 2.70
C -7.05 2.27 3.13
H -3.14 3.26 1.81
H -2.23 2.44 3.10
H -2.20 4.20 3.01
H -5.58 4.79 4.31
H -5.41 4.45 2.57
H -4.22 5.46 3.47
H -3.48 3.62 6.18
H -4.86 3.91 7.36
H -3.89 2.44 7.37
H -7.28 2.38 6.21
H -6.52 0.82 6.01
H -6.23 1.75 7.52
H -6.68 -0.11 2.22
H -4.99 0.22 1.90
H -5.40 -0.64 3.36
H -7.95 1.65 3.15
H -7.01 2.72 2.14
H -7.15 3.05 3.88
C 5.99 1.97 -5.83
O 5.74 1.78 -4.44
C 5.72 0.55 -3.97
O 5.71 -0.46 -4.63
O 5.71 0.63 -2.65
C 5.47 -0.59 -1.92
H 5.64 1.13 -6.42
H 7.02 2.24 -6.04
H 5.34 2.79 -6.14
H 5.62 -0.47 -0.85
H 6.24 -1.24 -2.33
H 4.46 -0.95 -2.15
C 3.69 1.14 2.97
O 3.87 -0.11 3.63
C 4.64 -0.02 4.72
O 5.00 0.94 5.32
O 4.87 -1.30 5.07
C 5.60 -1.51 6.26
H 2.79 0.97 2.39
H 4.52 1.45 2.34
H 3.41 1.92 3.68
H 5.48 -0.73 7.02
H 6.68 -1.54 6.15
H 5.22 -2.45 6.66
C -3.12 8.41 -3.61
O -2.52 8.08 -2.38
C -1.97 6.89 -2.24
O -2.15 5.91 -2.93
O -1.05 6.94 -1.28
C -0.28 5.79 -0.98
H -2.48 8.23 -4.47
H -3.35 9.48 -3.59
H -4.11 7.97 -3.73
H 0.67 6.07 -0.52
H -0.18 5.15 -1.85
H -0.88 5.16 -0.32
C -3.90 1.11 -3.06
O -4.35 0.56 -4.29
C -3.91 -0.64 -4.61
O -3.05 -1.26 -4.02
O -4.51 -1.02 -5.73
C -4.07 -2.23 -6.34
H -2.88 1.46 -3.18
H -3.98 0.37 -2.26
H -4.51 1.96 -2.77
H -3.92 -3.05 -5.63
H -3.13 -2.03 -6.85
H -4.85 -2.50 -7.04
*
```

Computed properties:
orbital gap	7.84	eV
E_tot	-35698.70608	Eh
energy above the lowest of the compared OMol25 structures with the same formula, charge and spin	143.1	kJ/mol

4.
# C38H36F18HfNO40S2

C38H36F18HfNO40S2 as an isolated structure (ωB97M-V/def2-TZVPD, the Open Molecules 2025 dataset).

```
! RIJCOSX wB97M-V def2-TZVPD def2/J DEFGRID3
* xyz 3 1
Hf -2.43 0.13 0.42
C 0.86 -1.92 1.36
F 0.66 -2.93 2.20
F 2.11 -1.63 1.46
F 0.47 -2.15 0.11
S -0.21 -0.46 2.13
O -1.61 -1.06 2.07
O 0.35 0.03 3.35
N -0.34 0.37 0.80
S 0.15 1.99 0.58
O -0.86 2.17 -0.39
O 0.22 2.83 1.70
C 1.76 1.60 -0.29
F 2.19 0.43 0.10
F 1.78 1.57 -1.61
F 2.60 2.55 0.14
C -1.87 -4.34 -2.88
C -3.03 -3.54 -3.46
O -3.27 -2.46 -2.52
C -2.50 -2.68 -1.44
O -2.46 -1.90 -0.52
O -1.83 -3.80 -1.50
F -4.06 -4.33 -3.29
H -0.90 -4.14 -3.32
H -2.03 -5.42 -2.85
H -2.94 -3.13 -4.46
C 2.29 6.48 -3.52
C 1.62 5.99 -2.27
O 0.70 5.00 -2.73
C 0.44 5.14 -4.07
O -0.39 4.57 -4.68
O 1.27 6.07 -4.51
F 0.88 6.97 -1.65
H 3.23 5.90 -3.68
H 2.40 7.57 -3.53
H 2.29 5.56 -1.54
C 3.41 1.26 -5.36
C 2.68 2.61 -5.65
O 3.62 3.43 -6.16
C 4.90 2.95 -5.89
O 5.89 3.55 -5.96
O 4.82 1.64 -5.41
F 2.38 3.10 -4.30
H 3.23 0.60 -6.24
H 3.15 0.86 -4.36
H 1.75 2.69 -6.19
C 2.41 -7.78 -0.39
C 2.82 -6.65 0.54
O 2.14 -5.60 -0.02
C 1.48 -5.89 -1.22
O 0.74 -5.17 -1.78
O 1.76 -7.16 -1.52
F 4.18 -6.46 0.26
H 1.75 -8.49 0.10
H 3.33 -8.30 -0.78
H 2.55 -6.80 1.58
C 6.22 -0.60 0.73
C 7.12 0.69 0.94
O 6.40 1.70 0.32
C 5.42 1.14 -0.46
O 4.77 1.78 -1.28
O 5.16 -0.15 -0.13
F 8.28 0.49 0.21
H 5.79 -1.01 1.63
H 6.82 -1.35 0.25
H 7.45 1.00 1.94
C 1.38 -2.51 -5.65
C 0.17 -2.04 -6.48
O -0.62 -1.38 -5.53
C -0.12 -1.66 -4.32
O -0.66 -1.17 -3.34
O 0.87 -2.57 -4.34
F -0.55 -3.18 -6.87
H 2.25 -1.80 -5.58
H 1.72 -3.50 -5.94
H 0.44 -1.49 -7.36
C -3.24 -5.78 4.78
C -2.46 -6.69 3.80
O -2.19 -5.86 2.70
C -2.73 -4.65 2.84
O -2.58 -3.80 2.06
O -3.39 -4.59 4.02
F -3.15 -7.72 3.23
H -2.58 -5.54 5.61
H -4.22 -6.13 5.07
H -1.50 -7.13 4.14
C -6.47 -1.43 2.42
C -5.14 -2.21 2.38
O -4.43 -1.50 1.35
C -5.07 -0.40 0.99
O -4.61 0.33 0.12
O -6.18 -0.21 1.60
F -5.30 -3.44 1.93
H -6.76 -1.08 3.38
H -7.29 -2.07 2.02
H -4.56 -2.25 3.28
C -2.71 2.25 -4.37
C -4.20 2.04 -4.13
O -4.12 1.00 -2.98
C -2.91 0.91 -2.63
O -2.48 0.35 -1.60
O -2.04 1.57 -3.35
F -4.86 1.58 -5.23
H -2.29 3.23 -4.47
H -2.49 1.75 -5.33
H -4.84 2.87 -3.78
C -2.99 3.76 4.65
C -2.25 2.54 5.08
O -2.30 1.72 3.91
C -2.99 2.31 2.95
O -3.25 1.72 1.87
O -3.44 3.49 3.28
F -2.82 1.78 6.09
H -2.44 4.71 4.77
H -3.88 3.76 5.29
H -1.19 2.66 5.30
C 2.67 -1.74 7.19
C 2.99 -0.50 6.32
O 1.68 0.13 6.13
C 0.74 -0.75 6.52
O -0.46 -0.46 6.45
O 1.24 -1.86 7.02
F 3.43 -0.92 5.04
H 2.81 -1.53 8.26
H 3.26 -2.58 6.88
H 3.63 0.29 6.69
C -0.12 7.27 1.48
C -1.23 7.39 2.58
O -0.51 7.40 3.78
C 0.83 7.06 3.52
O 1.63 6.98 4.36
O 1.00 6.81 2.21
F -2.09 6.30 2.70
H 0.18 8.25 1.04
H -0.28 6.59 0.63
H -1.88 8.24 2.48
*
```

Computed properties:
orbital gap	8.32	eV
E_tot	-7175.30409	Eh

5.
# H16O8

A 8-piece molecular cluster, H16O8 overall (ωB97M-V/def2-TZVPD, the Open Molecules 2025 dataset).

```
! RIJCOSX wB97M-V def2-TZVPD def2/J DEFGRID3
* xyz 0 1
O 15.06 -0.18 6.00
H 15.75 -0.71 6.46
H 15.54 0.63 5.74
O 14.14 -3.34 7.75
H 13.87 -3.13 8.65
H 14.71 -2.60 7.54
O 17.60 2.41 8.26
H 18.36 2.96 8.07
H 17.31 2.05 7.42
O 12.64 0.20 7.08
H 13.44 0.02 6.64
H 12.43 -0.59 7.54
O 17.08 1.57 5.53
H 17.78 1.05 5.16
H 17.22 2.40 5.07
O 15.05 -2.03 4.09
H 14.94 -1.26 4.69
H 14.35 -2.65 4.33
O 15.87 0.36 2.66
H 16.41 -0.35 3.02
H 15.22 0.51 3.36
O 16.56 -2.01 7.34
H 17.20 -2.45 6.79
H 17.05 -1.44 7.86
*
```

Computed properties:
SMILES	O.O.O.O.O.O.O.O
orbital gap	10.30	eV
E_tot	-611.49936	Eh
energy above the lowest of the compared OMol25 structures with the same formula, charge and spin	218.6	kJ/mol

6.
# C5H6O2

One molecule with the formula C5H6O2 (ωB97M-V/def2-TZVPD, the Open Molecules 2025 dataset).

```
! RIJCOSX wB97M-V def2-TZVPD def2/J DEFGRID3
* xyz 0 1
C -1.95 0.12 -0.01
C -1.12 1.11 -0.61
C -1.48 -1.10 0.24
C 0.84 0.02 -0.18
C 2.20 -0.10 0.13
O 0.21 1.10 -0.31
O -0.03 -1.22 -0.03
H -3.09 0.33 0.21
H -1.44 2.12 -0.58
H -1.92 -1.95 0.66
H 2.40 -0.69 1.01
H 2.56 0.90 0.08
H 2.80 -0.63 -0.59
*
```

Computed properties:
orbital gap (spin up / spin down)	7.76 / 6.37	eV
E_tot	-344.41819	Eh
energy above the lowest of the compared OMol25 structures with the same formula, charge and spin	482.4	kJ/mol